1.
This record from the Open Molecules 2025 dataset describes 12 unconnected molecules or ions with the total composition C6H36O12. The level of theory is ωB97M-V/def2-TZVPD.

As for the spin multiplicity: 2. The calculation puts the HOMO energy (spin up / spin down) at -12.36 / -12.36 eV. As for the charge: +1.

Each line ends with the natural charge from an NBO analysis.
Atoms and positions in Å:
O (-0.179, 1.312, 4.469)  -0.96
H (0.404, 0.597, 4.212)  0.49
H (-0.286, 1.206, 5.414)  0.49
O (3.969, -2.324, -0.024)  -0.95
H (4.093, -1.495, -0.486)  0.46
H (3.524, -2.887, -0.658)  0.49
O (2.380, 0.449, -3.326)  -0.94
H (2.294, 1.381, -3.124)  0.47
H (3.076, 0.141, -2.746)  0.47
O (-3.935, -2.243, -0.201)  -0.95
H (-3.368, -1.926, -0.904)  0.48
H (-4.626, -2.730, -0.650)  0.47
O (2.566, 1.735, 3.068)  -0.97
H (3.349, 2.241, 3.286)  0.49
H (1.837, 2.293, 3.341)  0.50
O (4.882, 0.642, 1.644)  -0.94
H (4.248, 0.982, 2.275)  0.46
H (5.261, -0.124, 2.074)  0.48
O (1.006, 3.657, -0.245)  -0.96
H (0.388, 4.003, 0.399)  0.45
H (1.205, 2.773, 0.064)  0.50
O (-2.582, -1.942, -2.983)  -0.94
H (-1.659, -1.685, -2.990)  0.48
H (-3.005, -1.331, -3.586)  0.47
O (-2.748, 0.741, 3.006)  -0.95
H (-1.991, 1.039, 3.510)  0.49
H (-3.433, 1.380, 3.202)  0.46
C (0.124, -3.700, -1.389)  -0.63
C (1.095, -4.843, -1.489)  -0.06
O (2.321, -4.294, -1.873)  -0.76
H (-0.188, -3.197, -2.305)  0.20
H (0.612, -2.938, -0.783)  0.21
H (-0.726, -4.059, -0.809)  0.22
H (0.780, -5.422, -2.357)  0.16
H (1.123, -5.571, -0.679)  0.18
H (2.652, -4.615, -2.715)  0.49
C (-2.687, 2.694, -0.694)  -0.63
C (-3.355, 4.168, -0.780)  -0.14
O (-2.472, 4.954, -1.609)  -0.16
H (-3.404, 1.985, -0.282)  0.29
H (-1.861, 2.661, 0.017)  0.26
H (-2.480, 2.447, -1.736)  0.24
H (-3.502, 4.637, 0.193)  0.33
H (-4.340, 4.042, -1.228)  0.27
H (-1.600, 4.569, -1.493)  0.52
C (-0.686, -0.690, 0.269)  -0.66
C (0.651, 0.029, 0.197)  -0.07
O (0.803, 1.109, 1.032)  -0.79
H (-1.533, -0.032, 0.461)  0.21
H (-0.775, -1.329, 1.148)  0.23
H (-0.977, -1.411, -0.495)  0.22
H (0.770, 0.450, -0.802)  0.16
H (1.444, -0.648, 0.512)  0.19
H (1.540, 1.119, 1.648)  0.51

Forces on the atoms, in the same order (eV/Å):
-0.139 0.346 -0.258
0.182 -0.345 -0.156
-0.051 0.011 0.350
0.051 0.186 0.330
0.134 0.252 0.015
-0.293 -0.511 -0.329
-0.290 -0.129 -0.099
0.045 0.279 0.003
0.218 -0.120 0.109
-0.056 0.205 0.444
0.215 -0.047 -0.449
-0.135 -0.175 -0.101
-0.045 -0.198 -0.011
0.243 0.325 0.133
-0.418 0.208 0.310
0.066 0.224 -0.223
-0.152 -0.238 -0.099
0.149 -0.304 0.029
-0.366 0.864 -0.751
0.130 0.011 0.403
-0.071 -0.828 0.407
-0.171 -0.014 0.313
0.356 -0.001 -0.025
-0.183 0.089 -0.247
-0.277 0.001 -0.491
0.603 0.056 0.298
-0.262 0.021 0.146
-0.167 0.101 1.856
-0.951 -0.419 -2.801
1.897 0.674 0.542
0.176 -0.603 -0.232
-0.045 0.109 0.152
-0.422 0.307 -0.203
-0.345 -0.523 0.065
0.283 0.605 0.496
-0.220 -0.256 0.167
-0.543 1.411 0.519
1.405 -2.312 -1.559
-2.837 -0.544 0.909
-0.436 0.205 -0.098
0.391 0.032 -0.467
0.380 -0.287 0.272
0.362 0.364 0.639
-0.100 1.055 -0.391
1.632 -0.167 0.255
-0.999 -0.308 1.450
0.482 -1.469 -0.887
-1.301 2.640 1.364
0.005 0.465 -0.402
0.449 -0.007 0.376
0.537 0.516 -0.582
0.372 -0.601 -0.413
0.128 -0.494 -0.978
0.386 -0.663 -0.103

***

2.
This record from the Open Molecules 2025 dataset describes a single C3H4FP molecule. The level of theory is ωB97M-V/def2-TZVPD.

The calculation puts the HOMO energy (spin up / spin down) at -7.07 / -7.07 eV.

Each line ends with the natural charge from an NBO analysis.
Atoms and positions in Å:
C (-0.472, -0.831, -0.829)  -0.49
C (0.081, 0.214, -0.466)  0.15
C (0.735, 1.234, 0.196)  -0.71
F (-0.997, -2.472, 1.082)  -0.60
P (-1.738, -1.084, 0.626)  0.67
H (-0.463, -1.511, -1.676)  0.24
H (0.723, 1.212, 1.258)  0.27
H (0.431, 2.186, -0.108)  0.25
H (1.701, 1.051, -0.082)  0.24

Forces on the atoms, in the same order (eV/Å):
-1.785 -1.992 -1.962
-2.571 -1.597 2.077
0.199 1.012 0.749
-0.029 0.156 0.443
1.533 0.655 -1.136
0.218 0.152 0.072
-0.382 -0.356 0.898
-0.448 1.601 -0.572
3.265 0.368 -0.569

***

3.
This record from the Open Molecules 2025 dataset describes 2 unconnected molecules or ions with the total composition C3H10N3. The level of theory is ωB97M-V/def2-TZVPD.

The calculation puts the HOMO energy (spin up / spin down) at -14.00 / -12.88 eV. As for the charge: +1.

Each line ends with the natural charge from an NBO analysis.
Atoms and positions in Å:
C (1.063, -0.246, -1.076)  0.47
C (1.682, -1.099, -2.145)  -0.68
C (-2.071, 0.640, 2.629)  -0.52
N (0.819, -0.732, 0.090)  -0.27
N (1.333, 1.042, -1.290)  -0.65
N (-2.072, 0.275, 1.281)  -0.43
H (0.949, -1.975, -2.502)  0.27
H (2.458, -1.586, -1.607)  0.27
H (1.919, -0.568, -3.104)  0.27
H (-1.214, 0.161, 3.137)  0.21
H (-2.387, 1.664, 2.990)  0.23
H (-2.922, 0.074, 3.085)  0.26
H (0.560, -1.662, 0.294)  0.40
H (1.589, 1.481, -2.156)  0.44
H (1.079, 1.633, -0.503)  0.42
H (-2.785, 0.897, 0.876)  0.31

Forces on the atoms, in the same order (eV/Å):
2.423 1.247 -2.690
-3.117 -2.454 -1.865
-0.419 -0.841 2.115
0.162 1.235 0.898
-1.769 -0.045 2.335
-0.269 0.975 -0.798
1.420 1.856 1.027
1.280 -0.445 -0.302
0.253 -0.261 1.330
-0.181 0.873 0.037
0.939 -0.609 -0.802
0.049 -0.128 -0.159
-1.044 -1.145 0.054
-0.044 -0.342 -0.311
0.128 0.451 -0.358
0.188 -0.367 -0.511

***

4.
This record from the Open Molecules 2025 dataset describes a molecular structure, C28H47Cl2IrN2PS. The level of theory is ωB97M-V/def2-TZVPD.

As for the spin multiplicity: 5. The calculation puts the HOMO energy (spin up / spin down) at -1.38 / -3.46 eV. As for the charge: -1.

Each line ends with the Löwdin charge.
Atoms and positions in Å:
P (1.776, 0.287, -0.759)  1.12
C (1.457, 1.535, -2.153)  -0.46
C (2.564, 1.803, -3.173)  -0.22
C (2.170, 2.987, -4.076)  -0.21
C (0.826, 2.744, -4.768)  -0.22
C (-0.274, 2.437, -3.751)  -0.20
C (0.120, 1.256, -2.843)  -0.22
C (1.854, -1.438, -1.553)  -0.45
C (2.645, -1.605, -2.844)  -0.22
C (2.760, -3.102, -3.204)  -0.21
C (1.380, -3.755, -3.312)  -0.22
C (0.565, -3.551, -2.034)  -0.20
C (0.453, -2.058, -1.668)  -0.22
C (3.577, 0.607, -0.370)  -0.49
C (3.733, 2.041, 0.155)  -0.23
C (5.189, 2.347, 0.534)  -0.21
C (5.729, 1.336, 1.550)  -0.22
C (5.574, -0.095, 1.030)  -0.21
C (4.117, -0.407, 0.649)  -0.22
H (1.330, 2.462, -1.552)  0.11
H (2.716, 0.910, -3.800)  0.10
H (3.525, 2.016, -2.683)  0.09
H (2.958, 3.166, -4.817)  0.10
H (2.101, 3.894, -3.459)  0.11
H (0.550, 3.611, -5.376)  0.10
H (0.928, 1.894, -5.455)  0.11
H (-0.448, 3.320, -3.123)  0.12
H (-1.217, 2.210, -4.259)  0.10
H (-0.668, 1.068, -2.097)  0.11
H (0.215, 0.349, -3.461)  0.10
H (2.384, -1.995, -0.757)  0.09
H (3.343, -3.610, -2.424)  0.11
H (3.648, -1.159, -2.766)  0.10
H (2.122, -1.089, -3.667)  0.10
H (3.315, -3.218, -4.143)  0.10
H (1.481, -4.823, -3.531)  0.10
H (0.840, -3.309, -4.158)  0.11
H (-0.437, -3.979, -2.143)  0.11
H (1.053, -4.080, -1.204)  0.11
H (-0.096, -1.934, -0.720)  0.09
H (-0.121, -1.538, -2.451)  0.10
H (4.162, 0.501, -1.312)  0.10
H (3.380, 2.773, -0.586)  0.09
H (3.094, 2.151, 1.044)  0.12
H (5.808, 2.313, -0.374)  0.11
H (5.259, 3.366, 0.930)  0.10
H (5.169, 1.439, 2.487)  0.11
H (6.778, 1.547, 1.778)  0.10
H (5.918, -0.816, 1.778)  0.10
H (6.207, -0.227, 0.142)  0.11
H (4.052, -1.432, 0.257)  0.10
H (3.485, -0.366, 1.549)  0.12
Ir (-1.513, 0.252, 2.059)  0.29
Cl (-0.277, -1.527, 2.426)  -0.28
Cl (-1.813, 2.281, 1.148)  -0.27
C (-3.401, -0.465, 2.161)  -0.56
H (-4.082, -0.718, 3.139)  0.03
C (-4.066, -1.005, 0.994)  -0.32
C (-5.116, -1.958, 1.170)  -0.08
C (-5.671, -2.503, 0.063)  -0.14
C (-5.228, -2.161, -1.231)  -0.13
C (-4.189, -1.230, -1.379)  -0.12
C (-3.599, -0.645, -0.284)  -0.09
H (-5.422, -2.192, 2.177)  0.09
H (-6.481, -3.220, 0.179)  0.09
H (-3.854, -0.950, -2.379)  0.09
H (-2.814, 0.101, -0.372)  0.04
H (-5.693, -2.613, -2.106)  0.08
C (-6.384, 0.887, 5.666)  -0.08
N (-5.172, 1.109, 4.891)  -0.04
C (-4.048, 0.586, 5.215)  -0.68
S (-2.770, 0.574, 3.842)  0.53
N (-3.507, 0.147, 6.300)  -0.08
C (-3.908, 0.615, 7.609)  -0.08
H (-6.166, 0.199, 6.464)  0.07
H (-7.163, 0.457, 5.039)  0.08
H (-6.739, 1.841, 6.060)  0.08
H (-5.327, 1.593, 3.983)  0.16
H (-2.640, -0.429, 6.288)  0.15
H (-4.293, -0.229, 8.182)  0.08
H (-3.058, 1.039, 8.141)  0.08
H (-4.657, 1.379, 7.496)  0.07

Forces on the atoms, in the same order (eV/Å):
-0.304 -0.253 -0.253
0.324 -0.074 0.797
-0.055 0.063 -0.308
0.109 -0.124 0.061
0.013 -0.028 0.097
0.087 -0.222 0.170
-0.136 0.139 -0.128
0.101 0.678 0.509
0.041 -0.357 -0.249
0.038 0.231 -0.030
0.006 0.068 0.056
-0.038 0.286 0.061
-0.021 -0.172 0.088
0.054 -0.154 -0.757
0.112 -0.042 0.097
-0.127 -0.061 -0.020
-0.152 -0.025 -0.103
-0.211 -0.009 -0.066
0.061 0.140 0.117
-0.050 -0.293 -0.287
-0.006 0.251 0.131
-0.241 -0.042 -0.096
-0.080 0.014 0.031
-0.005 -0.077 -0.053
0.021 -0.026 0.007
0.003 0.026 0.027
-0.006 -0.092 -0.054
0.048 0.058 0.010
0.227 0.047 -0.154
-0.041 0.172 0.103
-0.198 0.029 -0.210
-0.056 0.046 -0.051
-0.234 -0.084 -0.004
0.111 -0.112 0.184
-0.048 -0.021 0.069
0.011 0.038 -0.008
0.027 -0.011 0.036
0.072 -0.002 0.009
-0.059 0.041 -0.057
0.172 -0.017 -0.294
0.089 -0.121 0.175
-0.089 0.086 0.461
0.067 -0.177 0.176
0.054 0.025 -0.124
-0.023 0.003 0.058
0.035 -0.060 -0.007
0.030 -0.009 -0.056
-0.008 0.002 0.005
0.017 0.051 -0.027
-0.006 0.013 0.051
0.022 0.252 0.092
0.078 -0.066 -0.128
-0.175 0.282 -0.250
1.668 -2.152 0.218
-0.034 1.538 -1.015
-3.403 -2.822 -0.761
1.122 -0.295 -2.373
0.767 0.466 1.514
0.977 1.253 -0.226
-0.698 -0.630 -1.148
0.024 0.004 0.113
-0.331 -0.232 -0.599
-0.419 -0.254 -0.096
-0.105 -0.146 0.102
0.039 -0.022 -0.127
-0.085 -0.113 0.146
-0.160 -0.184 -0.012
0.103 0.088 0.195
-0.162 0.577 -0.383
-3.489 1.040 0.415
4.501 0.013 -5.208
0.313 3.467 4.280
0.337 -1.672 3.793
0.191 -0.699 0.176
-0.102 -0.189 0.291
-0.093 -0.066 -0.082
-0.202 -0.115 0.247
0.944 -0.765 0.815
-0.990 1.106 -0.733
-0.234 0.157 0.380
0.103 0.081 0.018
-0.243 0.255 0.153

***

5.
This record from the Open Molecules 2025 dataset describes a molecular structure, C12H20AlCl2N2. The level of theory is ωB97M-V/def2-TZVPD.

The calculation puts the HOMO energy at -1.70 eV. As for the charge: -1.

Each line ends with the natural charge from an NBO analysis.
Atoms and positions in Å:
Al (0.813, -0.009, 0.025)  1.61
Cl (0.437, -2.254, -0.307)  -0.67
Cl (1.559, 2.060, 0.808)  -0.67
C (2.156, 0.028, -1.340)  -1.00
H (2.921, 0.853, -1.287)  0.22
H (2.588, -0.901, -1.817)  0.22
C (-0.675, 0.836, -1.238)  -0.83
C (0.762, 0.471, -1.963)  -0.40
H (-1.063, 1.192, -0.165)  0.26
C (0.624, -0.341, -3.229)  -0.39
H (0.694, 1.546, -2.194)  0.24
C (-0.556, 0.121, -4.146)  -0.40
H (1.623, -0.129, -3.724)  0.20
H (0.475, -1.443, -3.043)  0.22
C (-1.848, 0.092, -3.354)  -0.42
H (-0.339, 1.134, -4.511)  0.18
H (-0.596, -0.522, -5.048)  0.18
C (-1.669, 1.188, -2.236)  -0.40
H (-2.751, 0.212, -3.972)  0.17
H (-1.935, -0.874, -2.852)  0.21
H (-1.265, 2.141, -2.747)  0.11
H (-2.690, 1.478, -1.883)  0.20
C (1.935, -0.501, 4.993)  -0.64
C (0.922, -0.444, 3.902)  0.20
C (-0.459, -0.555, 3.853)  -0.35
C (-0.873, -0.425, 2.525)  0.24
N (0.242, -0.240, 1.796)  -0.42
N (1.333, -0.303, 2.641)  -0.31
C (-2.243, -0.492, 2.010)  -0.66
H (1.700, 0.261, 5.754)  0.23
H (1.889, -1.495, 5.468)  0.23
H (2.951, -0.323, 4.592)  0.22
H (-1.108, -0.745, 4.692)  0.22
H (2.289, -0.056, 2.301)  0.46
H (-2.680, -1.448, 2.286)  0.23
H (-2.853, 0.283, 2.474)  0.22
H (-2.312, -0.397, 0.934)  0.27

Forces on the atoms, in the same order (eV/Å):
-0.943 -0.559 -0.719
-0.150 -0.677 0.277
0.170 0.533 0.285
0.992 0.317 0.619
-1.007 -0.786 -0.280
-0.892 1.107 0.472
-1.218 -2.408 4.308
0.085 2.964 -1.666
2.084 -0.180 -2.054
-0.578 -0.173 -1.240
1.906 -0.105 -1.147
0.764 -0.766 -0.369
-1.220 -0.655 0.183
0.458 1.056 0.070
0.304 0.749 0.401
-0.165 -0.023 0.098
0.036 0.104 0.346
-0.811 0.522 -1.649
0.209 0.322 -0.016
-0.043 -0.009 0.088
-0.707 -0.669 -0.227
0.917 -0.277 0.384
-0.153 -0.102 0.424
-0.014 -0.242 -0.308
-0.001 -0.095 1.012
2.535 0.164 0.044
0.243 -0.407 1.551
-0.849 0.358 -0.688
-0.640 -0.051 -0.226
0.239 -0.301 -0.233
0.215 0.411 -0.078
-0.519 -0.103 0.274
0.002 0.080 0.078
-1.444 -0.093 0.203
-0.040 -0.164 0.025
-0.013 0.112 0.025
0.248 0.046 -0.265

***

6.
This record from the Open Molecules 2025 dataset describes a gas-phase ion, C6H10N (charge +1). The level of theory is ωB97M-V/def2-TZVPD.

The calculation puts the HOMO energy (spin up / spin down) at -13.28 / -13.44 eV. As for the charge: +1.

Each line ends with the natural charge from an NBO analysis.
Atoms and positions in Å:
C (-1.703, 0.254, -0.336)  -0.37
C (-1.959, 0.777, 0.866)  0.04
C (1.853, -0.215, 0.223)  0.00
C (-0.415, -0.443, -0.280)  0.32
C (-0.414, -1.931, -0.025)  -0.68
C (0.656, 1.672, -0.399)  -0.44
N (0.698, 0.284, -0.072)  -0.28
H (-2.260, 0.191, -1.196)  0.25
H (-1.568, 1.149, 1.792)  0.22
H (2.801, 0.280, 0.212)  0.24
H (1.662, -1.219, 0.263)  0.20
H (-1.192, -2.419, -0.533)  0.26
H (-0.459, -2.249, 0.973)  0.26
H (0.535, -2.385, -0.492)  0.24
H (-0.068, 1.984, -1.210)  0.27
H (1.657, 2.039, -0.345)  0.24
H (0.175, 2.231, 0.557)  0.23

Forces on the atoms, in the same order (eV/Å):
1.021 0.907 3.213
-0.018 -0.593 -2.437
0.022 -0.306 -0.102
-0.821 -1.490 1.547
2.800 0.414 -2.376
-2.714 3.669 2.871
-0.252 1.397 -1.373
-1.857 -0.060 -1.605
0.073 -0.272 0.244
0.000 0.361 0.031
1.348 -2.657 0.873
-1.336 -0.322 -0.733
0.049 -0.037 1.692
-1.332 0.466 0.696
1.491 -0.710 0.552
0.522 0.425 -0.981
1.003 -1.192 -2.112

***

What did we get for F_max? Answer: 3.24, 3.67, 4.38, 6.88, 5.08, 5.39 eV Å⁻¹, in the order shown.